Entry from the OMol25 dataset: a cluster of 14 separate species, C50H82N14O6 in total in a non-equilibrium geometry (ωB97M-V/def2-TZVPD).

```
152
Properties=species:S:1:pos:R:3:forces:R:3:mulliken_charge:R:1
N 1.155324 -6.433969 3.500923 -0.0791 -1.1105 -0.4260 0.035
C 0.471217 -5.623872 2.668509 0.7625 0.6829 -1.1013 -0.833
C 1.058114 -5.740850 1.405187 -1.8307 0.4310 1.2218 0.104
C 2.016171 -6.734626 1.505603 1.1597 -1.5394 -0.5240 -0.842
C 2.042202 -7.249727 2.785083 -0.3241 1.6505 1.1725 -0.635
H 0.896714 -6.534869 4.456769 0.0507 -0.2887 0.4331 0.234
H -0.327434 -4.997299 3.024404 -0.0494 0.0886 -0.0342 0.662
H 0.669623 -5.273027 0.523319 0.1802 0.2201 -0.1952 0.457
H 2.599736 -7.078445 0.662376 0.0763 -0.1191 0.1920 0.432
H 2.648070 -7.916145 3.393291 0.0328 0.0031 -0.7370 0.374
N -3.488529 -2.400416 3.864623 0.5496 0.1319 -0.8434 0.291
C -3.783887 -3.453864 4.666285 -0.4982 -0.2214 -0.4819 -0.982
C -3.500134 -4.621484 3.972074 0.2818 0.3530 0.1150 -0.766
C -2.983398 -4.252308 2.717145 0.5076 1.7474 -0.0821 -0.926
C -2.949839 -2.842645 2.691730 -0.5004 -1.6403 -0.0828 0.025
H -3.656883 -1.412691 4.021184 0.0516 -0.1119 0.2146 0.416
H -4.358908 -3.226269 5.531813 -0.0105 -0.3405 0.7515 0.552
H -3.532901 -5.645173 4.281121 -0.3893 -0.1681 0.4493 0.454
H -2.597308 -4.911072 1.954648 -0.0478 0.0501 -0.0142 0.649
H -2.650200 -2.183536 1.902031 0.1803 0.2057 -0.0409 0.368
N -6.028339 -0.735503 0.210032 -1.1998 1.5157 -1.0361 0.064
C -4.854813 -0.114037 0.501574 0.0458 -0.1862 -0.4705 -1.007
C -4.798249 1.061200 -0.216126 -0.3453 -0.4319 0.3207 0.443
C -6.014377 1.166451 -0.934626 -0.7916 0.3719 -0.2119 -0.881
C -6.815480 0.081644 -0.648033 2.0631 -1.0631 1.0525 -0.722
H -6.317318 -1.649126 0.486744 0.0912 -0.2589 0.3635 0.222
H -4.165037 -0.592148 1.168720 0.2013 0.0733 0.1193 0.346
H -4.033573 1.816143 -0.211647 0.2431 -0.0627 0.1049 0.694
H -6.263730 2.024890 -1.550010 -0.1688 -0.2665 0.0609 0.449
H -7.788931 -0.291298 -0.905051 -0.0949 0.3334 -0.3277 0.429
N 0.410924 3.269844 -4.609053 0.0328 -0.1142 -0.0600 0.391
C 0.468132 1.989432 -4.103868 0.8409 0.6893 0.0291 -0.922
C 1.633531 1.923926 -3.346820 -0.7070 -0.7397 0.6382 -0.020
C 2.229213 3.177498 -3.364461 0.8186 0.9686 0.2972 -0.579
C 1.495262 3.980932 -4.180500 -0.7459 0.2257 0.1617 -1.154
H -0.368489 3.628952 -5.161353 0.2293 -0.2532 0.0700 0.299
H -0.275787 1.274540 -4.398930 0.0094 -0.2897 0.0759 0.458
H 2.032805 1.192370 -2.663579 -0.3843 -0.7044 -0.3890 0.542
H 3.063685 3.514238 -2.755859 0.0208 -0.2328 -0.3254 0.525
H 1.610294 5.024659 -4.357803 -0.0496 0.4449 -0.3878 0.493
N 0.339543 5.490796 -0.918823 -0.8751 -0.0872 0.8530 0.180
C 0.005886 6.337218 0.110906 0.5790 0.5635 -0.5288 -0.859
C -1.205465 5.987362 0.634911 0.0166 -1.1332 -0.8755 -1.001
C -1.642673 4.850367 -0.104434 1.4442 -0.4279 -1.0257 -0.245
C -0.635820 4.556775 -1.052510 -1.4822 0.2134 0.8581 0.042
H 1.073105 5.624399 -1.581328 0.3742 -0.0250 -0.0947 0.249
H 0.661468 7.164157 0.257784 0.1153 0.4658 0.4766 0.517
H -1.783897 6.388000 1.429532 0.0313 0.6272 0.4889 0.505
H -2.560906 4.312365 0.062022 0.0163 -0.1369 -0.1043 0.660
H -0.542476 3.800130 -1.807550 -0.0777 -0.1647 -0.1076 -0.043
N 0.082506 -0.780062 -7.696185 -0.4819 0.0426 0.4647 -0.030
C -0.918054 -0.916326 -6.734497 1.5352 0.0298 0.0355 -1.261
C -0.279700 -1.406917 -5.611406 -1.3745 -0.7074 -0.1567 0.644
C 1.064566 -1.669931 -5.930423 0.4912 0.3463 0.5597 -0.604
C 1.293524 -1.212161 -7.189853 -0.6785 0.0002 -0.7877 -0.816
H -0.052895 -0.349809 -8.592687 0.0722 -0.0503 -0.0344 0.175
H -1.961866 -0.699087 -6.915901 0.2737 0.0661 -0.1184 0.497
H -0.799437 -1.759282 -4.729314 0.1108 0.2519 0.0377 0.389
H 1.780211 -2.118089 -5.263174 0.1014 -0.0386 -0.0431 0.509
H 2.175650 -1.230414 -7.810884 -0.0608 0.0835 0.0811 0.421
N -1.888437 -3.671356 -1.545473 0.8728 0.1052 0.3202 0.193
C -1.447033 -3.663881 -2.846315 -0.9068 0.0008 0.5454 -0.427
C -2.588365 -3.423903 -3.600394 2.5740 -0.4136 -1.4736 -0.622
C -3.639781 -3.214824 -2.760040 -2.0985 -0.0172 1.2037 -0.740
C -3.217614 -3.381706 -1.459387 0.4586 -0.1569 -0.0731 -0.529
H -1.268056 -3.599546 -0.747265 0.0312 -0.1070 0.0967 0.122
H -0.401832 -3.826521 -3.098411 -0.3841 -0.0284 0.0701 0.548
H -2.587445 -3.494541 -4.672716 -0.2018 0.2565 -0.2020 0.583
H -4.647640 -3.059746 -3.079039 -0.4295 0.1268 0.0062 0.513
H -3.703349 -3.389587 -0.485433 0.0268 0.1753 -0.4395 0.396
N 3.438454 -2.190882 -3.055337 0.9920 -1.6423 0.9635 0.256
C 4.387579 -3.089923 -2.574800 0.6702 -0.1195 0.1362 -0.791
C 3.885207 -3.878360 -1.546084 -0.9288 2.0904 -1.7114 -1.028
C 2.528365 -3.412826 -1.420082 1.0472 -0.4819 0.1000 0.498
C 2.298754 -2.427314 -2.335103 -0.6384 0.4783 -0.0816 -1.339
H 3.631731 -1.515668 -3.781464 -0.3731 -0.1588 0.2898 0.268
H 5.389505 -3.066759 -2.976482 -0.0456 -0.0048 -0.0659 0.386
H 4.377111 -4.628199 -0.960710 0.1667 -0.0839 0.0003 0.500
H 1.901015 -3.781632 -0.652092 -0.8967 -0.0524 0.3154 0.447
H 1.397124 -1.875635 -2.540825 -0.0706 0.0966 0.0796 0.744
C -2.667020 2.246210 -5.414297 0.5420 -0.7532 -2.3209 0.057
O -2.190712 3.297907 -5.806167 0.0833 0.7073 0.5069 -0.694
N -3.069029 1.875021 -4.229468 -0.5667 -0.4851 0.9438 0.274
C -3.511398 0.527541 -3.954434 0.2594 -0.8758 0.3012 -0.345
C -2.840941 2.708379 -3.127917 -0.0724 2.5254 1.6856 -0.585
H -2.740678 1.411564 -6.112138 -0.2866 -0.2403 -0.4514 0.260
H -4.326543 0.548013 -3.235246 -0.2692 0.1109 -0.0899 0.141
H -2.715313 -0.056468 -3.441052 -0.3039 0.1871 -0.5577 -0.054
H -3.845849 0.014471 -4.873210 0.2919 0.2602 0.4413 0.303
H -3.708911 2.862921 -2.463176 0.0971 -0.5841 -0.3228 0.372
H -1.994405 2.410016 -2.512871 0.0651 -0.4402 0.0522 -0.154
H -2.609467 3.737770 -3.453409 0.0313 -0.5223 -0.1990 0.403
C -2.996636 1.479923 3.148287 -0.8140 0.8916 1.5445 -0.090
O -3.518586 0.440877 3.563977 0.6377 0.6041 -0.9833 -0.655
N -1.719759 1.849811 3.308851 -0.4171 -1.2344 -0.5042 0.361
C -0.760506 0.884982 3.690452 1.1838 -1.5586 0.7133 -0.381
C -1.221373 3.138498 3.017478 0.0820 0.8869 -0.9012 -0.466
H -3.575415 2.367007 2.807740 -0.2642 -0.6177 -0.2949 0.228
H 0.236165 1.032537 3.266308 -0.1799 0.5583 -0.0900 -0.367
H -1.047974 -0.116486 3.361858 -0.3073 0.0382 0.2111 -0.103
H -0.627134 0.878331 4.773847 0.0116 -0.1608 0.1212 0.671
H -0.453793 3.035492 2.220634 -0.4828 0.5279 0.3096 -0.010
H -2.072262 3.771349 2.724447 0.5159 -0.0175 -0.1925 0.297
H -0.762154 3.587927 3.896113 0.1146 0.0035 0.1412 0.290
C 1.873093 -0.820490 5.572025 0.3230 -0.2159 -0.8657 0.187
O 2.191274 0.070205 6.330870 -0.1684 0.0523 0.2770 -0.641
N 0.839921 -1.678754 5.694863 -0.4136 -0.0748 -0.1561 0.262
C 0.545936 -2.693918 4.683087 0.5966 0.2124 -0.1135 -0.670
C -0.079227 -1.609190 6.797697 -0.5488 0.7680 0.6554 -1.006
H 2.427929 -1.029006 4.631702 0.0140 0.1698 0.2005 0.355
H 1.104551 -2.507042 3.760033 0.0314 0.1181 0.2005 0.077
H -0.509007 -2.695298 4.407773 -0.1087 -0.0350 0.1981 0.022
H 0.862002 -3.678986 5.034166 -0.2560 -0.0605 0.0315 0.459
H -1.088970 -1.308439 6.465235 0.2540 -0.4560 -0.0364 0.268
H -0.107040 -2.539174 7.350855 -0.2390 -0.4566 -0.1184 0.353
H 0.195917 -0.859703 7.545118 0.4357 0.0573 -0.4243 0.333
C 4.510995 1.114453 0.085856 -1.8508 0.2070 0.3994 0.714
O 4.247570 -0.065674 0.137454 0.4744 -0.0820 -0.2027 -0.617
N 5.670562 1.711717 0.394542 -0.0465 -0.8212 0.0450 0.304
C 5.853075 3.089454 0.094627 0.4400 0.3110 -0.0802 -0.812
C 6.811684 0.863452 0.561137 0.4637 -1.2376 -0.0960 -0.982
H 3.702391 1.860879 -0.133397 0.3418 -0.1902 -0.0879 -0.304
H 6.462373 3.529471 0.888801 -0.0120 0.2457 -0.2666 0.303
H 4.881634 3.568483 0.073545 -0.1076 0.2257 -0.0106 0.173
H 6.331140 3.198357 -0.886121 0.1068 0.3356 0.1403 0.314
H 6.660364 0.098537 1.329828 -0.2783 0.2149 -0.0891 0.269
H 7.059974 0.307160 -0.357955 -0.1224 0.2381 0.1170 0.311
H 7.674205 1.426174 0.848221 0.4645 0.5655 0.1516 0.364
C 0.205602 -1.492573 0.702823 -0.1829 -1.1342 -0.2176 -1.009
O -0.325977 -2.614196 0.654226 0.4366 1.3996 0.0207 -0.023
N -0.031461 -0.438652 -0.097693 -0.3273 -0.3562 0.5922 1.490
C 0.620618 0.800917 0.196191 1.1778 1.1606 -0.4313 1.028
C -1.207318 -0.378145 -0.926272 0.0354 -0.9038 -0.7596 1.263
H 0.990210 -1.243398 1.426452 0.1373 -0.2617 0.1686 0.505
H 1.461625 1.002981 -0.494629 -0.2065 -0.3288 0.2536 -0.995
H 1.021800 0.886679 1.210046 -0.0902 -0.2944 -0.1211 -0.521
H -0.043418 1.641393 0.025122 -0.4740 0.0929 0.1386 0.017
H -1.516763 -1.393224 -1.179815 -0.0971 0.1225 0.2168 -1.819
H -2.012658 0.115099 -0.394517 -0.2728 0.2957 -0.1000 0.635
H -0.993986 0.085967 -1.893626 0.0651 0.3559 0.2582 -0.371
C 3.231579 2.676038 3.322070 -0.0980 -4.4703 1.3647 -0.251
O 2.535319 1.748350 2.901436 -0.0165 1.1881 -0.4218 -0.488
N 3.406045 3.874060 2.896717 -0.7475 2.3076 -1.7508 0.474
C 4.061150 4.810746 3.760878 0.4878 0.8858 -0.1021 -0.966
C 2.573068 4.382560 1.807943 0.3298 0.2298 0.3889 -1.142
H 3.881158 2.478758 4.171127 0.2094 -0.2295 0.5978 0.392
H 4.925238 4.362949 4.243927 0.0683 -0.1321 -0.0738 0.374
H 3.425233 5.211234 4.559764 -0.1195 0.0320 -0.2809 0.319
H 4.407053 5.616146 3.107281 0.0749 0.1475 0.4225 0.281
H 1.636397 4.759273 2.201385 -0.4022 -0.0164 -0.0485 0.656
H 3.085596 5.224349 1.356481 0.1245 0.0840 -0.2282 0.416
H 2.395199 3.607422 1.069914 -0.0667 -0.1044 0.0493 -0.092
```
Forces are in eV/Å.

For the HOMO energy, the calculation gives -7.713 eV. The energy above the lowest of the compared OMol25 structures with the same formula, charge and spin is 0.0 kJ/mol.